--- one ---
{"formula": "C4H10FN2", "method": "ωB97M-V with the def2-TZVPD basis set", "symbols": ["F", "N", "N", "C", "C", "C", "C", "H", "H", "H", "H", "H", "H", "H", "H", "H", "H"], "xyz": [[-0.187, -0.911, 2.241], [2.960, 0.950, 0.302], [0.858, 0.107, 0.441], [-1.758, -0.211, -1.005], [-0.305, -0.524, 0.975], [2.047, 0.185, 0.954], [-1.534, 0.087, 0.434], [-2.396, 0.479, -1.502], [0.712, 0.423, -0.460], [-0.959, -0.182, -1.802], [-2.398, -0.153, 1.021], [2.094, -0.017, 2.076], [-1.369, 1.191, 0.565], [-0.205, -1.834, 0.213], [-1.979, -1.343, -1.034], [2.690, 1.118, -0.650], [3.931, 0.831, 0.443]], "charge": 1, "lumo_energy_ev": -4.47}

--- two ---
{"formula": "C4H10FN2", "method": "ωB97M-V with the def2-TZVPD basis set", "symbols": ["F", "N", "N", "C", "C", "C", "C", "H", "H", "H", "H", "H", "H", "H", "H", "H", "H"], "xyz": [[1.727, 0.991, -0.354], [-0.923, -0.009, -2.444], [-2.085, -0.318, -0.586], [1.423, -1.109, 0.765], [1.297, 0.369, 0.680], [-0.965, -0.482, -1.211], [0.662, 1.245, 1.677], [1.039, -1.602, -0.193], [-0.137, 0.564, 2.157], [0.317, 2.208, 1.114], [-2.234, -0.517, 0.459], [0.928, -1.444, 1.621], [-2.959, 0.009, -1.120], [-1.836, 0.427, -2.778], [1.460, 1.330, 2.429], [2.480, -1.410, 0.833], [-0.192, -0.253, -3.049]], "charge": 1, "lumo_energy_ev": -5.76}

Energetically preferred structure: one | next structure: +21.4 kcal/mol